79
Properties=species:S:1:pos:R:3:forces:R:3:mulliken_charge:R:1 method="wB97M-V/def2-TZVPD" orbital_gap_ev=5.99 total_charge=-1 lumo_ev=2.12 homo_energy_ev=-3.87 e_above_lowest_kcal_mol=0.0 max_force_ev_per_a=0.12 energy_ev=-348332.7872
Sn 0.4432 -0.2004 -1.1825 0.0201 0.0450 0.0323 1.359
Br -4.4181 0.9774 -2.2346 0.0129 0.0159 0.0172 -0.127
Br -6.5008 -0.8209 -0.3371 0.0027 -0.0015 -0.0006 -0.178
Br -5.2594 -3.2677 1.5250 -0.0034 -0.0032 -0.0042 -0.150
Br -1.9394 -3.6659 1.6568 0.0005 -0.0025 0.0036 -0.056
P -0.7559 1.1890 1.5314 0.0168 -0.0607 0.0652 2.241
F 1.7737 2.4886 -0.0688 0.0072 -0.0286 0.0001 -0.146
F 0.6031 2.8754 -1.9441 -0.0089 -0.0093 0.0055 -0.178
O -0.5550 -1.6022 -0.0341 -0.0132 0.0075 -0.0006 -0.354
O 3.5985 -0.3760 2.4097 -0.0385 -0.0112 0.0403 -0.534
O -1.5461 0.1765 -1.7207 0.0036 -0.0006 0.0043 -0.736
N 1.9611 -0.4373 0.8889 0.0287 0.0239 0.0311 0.659
N 1.3606 -1.4368 -2.3880 -0.0358 -0.0184 0.0319 -0.846
C -4.1197 -2.1417 0.5234 -0.0021 -0.0079 -0.0036 -0.001
C -1.9584 3.0709 -0.0322 0.0171 -0.0189 0.0565 -0.112
C 3.4088 -0.0542 -2.7224 -0.0011 -0.0270 -0.0052 0.170
C 4.3233 -1.9820 -4.4679 -0.0098 -0.0084 0.0064 -0.425
C -2.2989 4.3264 -0.5089 -0.0006 0.0215 0.0040 -0.618
C 3.0911 -2.1323 -3.8689 -0.0013 0.0054 -0.0026 -0.346
C -4.4910 -0.4637 3.6961 -0.0149 0.0178 -0.0076 -0.634
C 4.6455 0.0871 -3.3339 0.0146 -0.0020 -0.0062 -1.115
C -2.1296 -0.4870 3.2521 -0.0044 0.0159 0.0163 -0.414
C 2.4924 1.2316 4.1275 -0.0019 0.0021 0.0054 -0.676
C -2.7320 -2.3242 0.5912 0.0202 0.0178 -0.0334 -0.095
C -3.2362 -1.0266 3.8856 0.0283 0.0023 0.0137 -0.704
C 1.9632 -3.2639 1.8984 -0.0017 -0.0158 -0.0052 -1.432
C -2.4003 -0.5354 -1.0115 -0.0250 -0.0127 -0.0052 0.493
C 3.3708 -3.8317 -0.1341 0.0002 0.0026 0.0000 -1.678
C -4.6293 0.6380 2.8668 -0.0170 -0.0089 0.0074 -0.560
C -4.6398 -1.1453 -0.2859 0.0105 -0.0052 0.0046 0.081
C 2.3711 0.0362 1.9977 -0.0093 0.0163 -0.0774 0.100
C 2.9556 -1.4395 0.4307 0.0200 -0.0040 -0.0032 0.369
C 5.1294 -0.8697 -4.2144 -0.0045 0.0088 0.0052 -0.474
C 0.6568 2.3491 5.1806 0.0069 -0.0047 -0.0118 -0.753
C 2.3758 -2.8578 0.4893 0.0019 0.0278 0.0016 1.559
C -1.1359 2.9274 1.0906 -0.0798 -0.0294 -0.0785 0.486
C -3.5191 1.1861 2.2372 0.0394 -0.0237 -0.0001 -0.378
C -2.2563 0.6331 2.4298 -0.0241 0.0601 -0.0126 0.327
C -1.7899 5.4613 0.1052 -0.0184 0.0055 -0.0343 -0.753
C -0.6129 4.0739 1.6838 0.0080 0.0187 -0.0040 -0.971
C 4.1452 -1.1854 1.3528 -0.0047 -0.0406 0.0067 -0.674
C 0.3896 1.3903 2.9588 -0.0443 -0.0122 0.0049 0.538
C -3.7754 -0.3598 -1.0623 -0.0131 -0.0046 -0.0030 0.057
C -0.9373 5.3307 1.1912 0.0211 -0.0187 0.0282 -0.684
C 1.9803 1.9394 5.1976 0.0043 -0.0003 0.0005 -0.709
C 1.7137 0.9275 3.0018 0.0497 -0.0128 0.0093 -0.549
C -1.8659 -1.5145 -0.1270 0.0180 -0.0215 -0.0187 -0.194
C 2.5589 -1.1729 -2.9569 -0.0020 0.0422 -0.0213 0.228
C -0.1159 2.0705 4.0696 -0.0086 0.0032 0.0085 -0.547
B 0.9769 1.9988 -1.0213 0.0419 0.0363 -0.0575 0.407
H 1.5509 -4.2743 1.8907 -0.0028 -0.0014 0.0002 0.454
H 2.9432 -4.8351 -0.1725 0.0014 -0.0011 0.0007 0.443
H -1.1508 2.3899 4.0475 0.0031 0.0044 0.0097 0.555
H 6.0959 -0.7575 -4.6885 -0.0007 0.0003 0.0010 0.381
H 2.8094 -3.2581 2.5940 -0.0082 -0.0015 0.0017 0.243
H 0.0684 3.9949 2.5197 -0.0034 0.0094 0.0035 0.389
H 5.2410 0.9669 -3.1107 -0.0021 -0.0017 -0.0039 0.351
H 4.5517 -2.0896 1.8028 0.0166 0.0117 -0.0092 0.369
H 4.9465 -0.6238 0.8716 -0.0092 0.0237 -0.0114 0.259
H -2.9422 4.4087 -1.3757 0.0019 -0.0005 0.0017 0.448
H 2.4765 -3.0006 -4.0763 0.0033 0.0013 -0.0008 0.418
H 3.5139 0.8888 4.1634 -0.0022 -0.0068 -0.0079 0.486
H 0.2303 2.8832 6.0202 -0.0036 -0.0005 -0.0007 0.418
H 3.6143 -3.5283 -1.1547 0.0031 -0.0046 0.0053 0.350
H -2.3130 2.1912 -0.5564 -0.0147 -0.0234 -0.0178 -0.207
H -5.3604 -0.8996 4.1710 0.0012 -0.0022 -0.0009 0.377
H 4.6703 -2.7501 -5.1519 0.0014 0.0021 -0.0015 0.344
H 2.6128 2.1526 6.0499 0.0003 0.0006 -0.0020 0.413
H 1.1851 -2.6017 2.2818 0.0047 0.0058 0.0134 0.056
H -2.0389 6.4443 -0.2748 0.0006 -0.0007 0.0020 0.367
H -0.5137 6.2117 1.6575 0.0000 -0.0003 0.0006 0.403
H -3.6480 2.0419 1.5880 0.0010 0.0183 -0.0154 0.344
H -1.1593 -0.9543 3.3821 0.0016 0.0009 0.0025 0.335
H 1.4887 -2.8469 -0.1452 -0.0118 -0.0093 0.0166 0.004
H -3.1214 -1.9069 4.5052 -0.0001 -0.0019 -0.0064 0.393
H 4.3005 -3.8942 0.4422 -0.0062 0.0040 -0.0074 0.322
H -5.6077 1.0676 2.6915 0.0022 0.0015 0.0020 0.454
H 3.0855 0.7223 -2.0338 0.0013 0.0156 0.0143 0.292
H 3.2166 -1.2267 -0.6036 0.0150 -0.0250 -0.0034 -0.733